Record 1
# C10H34BO10

6 unconnected molecules or ions with the total composition C10H34BO10 (ωB97M-V with the def2-TZVPD basis set, OMol25).

Results
* orbital gap (spin up / spin down): 0.34254 / 0.11382 Eh
* 2S+1: 2
* highest occupied orbital energy (spin up / spin down): -9.4 / -9.4 eV
* LUMO (spin up / spin down): -0.068 / -6.289 eV
* largest force on an atom: 4.09 eV/A

Last column: natural (NBO) charge in e.
Atoms and positions in Å:
B  0.7954  -0.1041  0.3028  -0.772
H  1.1668  0.3014  -0.6256  -0.020
H  -0.2074  -0.4484  0.1026  -0.045
H  1.4516  -0.8714  0.6832  0.001
H  0.7679  0.6895  1.0333  -0.014
C  -3.0839  0.7538  -3.4129  -0.085
C  -2.0799  0.8323  -2.2558  -0.087
O  -1.0666  -0.1246  -2.3633  -0.735
O  -3.7572  -0.4991  -3.4196  -0.724
H  -2.5441  0.8150  -4.3579  0.183
H  -3.8550  1.5239  -3.3929  0.172
H  -2.5916  0.6308  -1.3147  0.146
H  -1.6890  1.8460  -2.1681  0.182
H  -0.6921  -0.2415  -1.4871  0.483
H  -4.6381  -0.3539  -3.0666  0.463
C  3.3328  -0.2102  -2.8184  -0.089
C  2.3617  0.9763  -3.1278  -0.106
O  2.3138  1.9186  -2.1454  -0.712
O  2.8996  -0.9487  -1.7077  -0.755
H  4.3629  0.1072  -2.6567  0.168
H  3.2430  -0.9525  -3.6115  0.170
H  1.3362  0.6168  -3.2124  0.171
H  2.5790  1.6579  -3.9501  0.191
H  1.8813  1.5314  -1.3808  0.464
H  2.2711  -0.4208  -1.2097  0.480
C  -1.2454  2.7559  1.5570  -0.104
C  -2.3030  1.6617  1.5185  -0.089
O  -1.7992  0.4014  1.8639  -0.765
O  -0.4878  2.7551  0.3324  -0.729
H  -0.6234  2.6510  2.4460  0.181
H  -1.7085  3.7426  1.5637  0.189
H  -2.8577  1.5922  0.5828  0.162
H  -3.0812  1.8733  2.2518  0.179
H  -0.9906  0.1655  1.4034  0.492
H  -0.0530  1.8995  0.3119  0.475
C  -1.1403  -2.9615  0.8316  -0.177
C  -1.7394  -4.3888  0.7258  -0.089
O  -1.9328  -4.8519  -0.6149  -0.690
O  0.1831  -2.8777  0.3688  -0.164
H  -1.1338  -2.5980  1.8592  0.293
H  -1.5911  -2.2422  0.1477  0.289
H  -2.6652  -4.2340  1.2799  0.185
H  -1.1744  -5.1350  1.2843  0.218
H  -2.3226  -4.1889  -1.1894  0.483
H  0.4002  -1.9472  0.4621  0.544
C  2.7509  1.5303  3.4585  -0.085
C  2.5063  0.0382  3.7069  -0.099
O  1.2188  -0.4241  3.2555  -0.750
O  2.5431  1.8390  2.1440  -0.712
H  3.7280  1.9207  3.7432  0.184
H  2.0507  2.0552  4.1083  0.144
H  2.4941  -0.1874  4.7733  0.184
H  3.2790  -0.5293  3.1882  0.165
H  1.3143  -0.6019  2.3169  0.482
H  1.8230  1.2605  1.8822  0.474

Record 2
# C10H35BrGaNO6P

A molecular structure, C10H35BrGaNO6P (ωB97M-V with the def2-TZVPD basis set, OMol25).

Results
* charge: -1
* orbital gap: 0.21695 Eh
* energy above the lowest of the compared OMol25 structures with the same formula, charge and spin: 0.0 kJ/mol
* highest occupied orbital energy: -3.6 eV
* LUMO: 2.302 eV
* largest force on an atom: 0.51 eV/A

Last column: natural (NBO) charge in e.
Atoms and positions in Å:
N  -1.1924  3.5429  -3.6835  -1.177
P  -1.1705  2.1272  -2.6358  0.675
O  -2.7785  2.1027  -2.0818  -1.016
Ga  -0.1252  3.1882  -0.7945  0.548
Br  0.9258  1.3511  0.4362  -0.600
H  -0.4201  4.1670  -3.4731  0.362
H  -1.0859  3.2526  -4.6486  0.381
H  -2.8943  2.6813  -1.3174  0.473
H  1.0648  4.1665  -1.2342  -0.326
H  -1.2041  3.8915  0.1610  -0.323
C  3.8138  2.1525  -4.5625  -0.630
C  2.5745  2.7779  -3.9440  -0.063
O  1.7922  1.8433  -3.2325  -0.712
H  3.5337  1.3317  -5.2243  0.205
H  4.3771  2.8917  -5.1376  0.196
H  4.4730  1.7543  -3.7873  0.197
H  1.9194  3.1672  -4.7262  0.171
H  2.8538  3.6203  -3.2999  0.162
H  2.2825  1.5133  -2.4706  0.479
C  -2.1596  5.3111  -7.8865  -0.635
C  -0.8307  4.7417  -7.4278  -0.059
O  -0.9636  3.4390  -6.8832  -0.716
H  -2.8661  5.3264  -7.0566  0.224
H  -2.0355  6.3285  -8.2632  0.205
H  -2.5860  4.7043  -8.6898  0.191
H  -0.4191  5.3479  -6.6204  0.183
H  -0.1044  4.7458  -8.2493  0.147
H  -1.3281  2.8482  -7.5488  0.462
C  1.3882  -3.2381  3.0586  -0.638
C  2.5578  -2.2749  2.9650  -0.055
O  2.3677  -1.3227  1.9367  -0.719
H  1.2405  -3.7344  2.0972  0.200
H  1.5504  -3.9931  3.8325  0.194
H  0.4742  -2.6977  3.3047  0.221
H  3.4775  -2.8065  2.7119  0.158
H  2.7137  -1.7851  3.9340  0.152
H  1.5776  -0.7991  2.1167  0.482
C  -2.1155  -5.5806  2.8246  -0.635
C  -1.9528  -4.8343  4.1334  -0.066
O  -1.8924  -3.4244  3.9418  -0.734
H  -1.2989  -5.3345  2.1461  0.225
H  -2.1207  -6.6589  2.9943  0.209
H  -3.0562  -5.3114  2.3385  0.201
H  -1.0056  -5.1010  4.6056  0.180
H  -2.7581  -5.0932  4.8305  0.153
H  -2.7029  -3.1265  3.5168  0.476
C  -0.4095  -3.7472  8.0087  -0.633
C  -0.4036  -2.3475  7.4188  -0.057
O  -0.0778  -2.3439  6.0434  -0.727
H  0.5611  -4.2238  7.8651  0.209
H  -0.6327  -3.7208  9.0776  0.203
H  -1.1679  -4.3661  7.5219  0.194
H  0.3551  -1.7347  7.9079  0.171
H  -1.3732  -1.8638  7.5906  0.149
H  -0.7424  -2.8521  5.5592  0.484

Record 3
# C10H35NO7

7 unconnected molecules or ions with the total composition C10H35NO7 (ωB97M-V with the def2-TZVPD basis set, OMol25).

Results
* charge: +1
* orbital gap (spin up / spin down): 0.30827 / 0.08917 Eh
* 2S+1: 2
* energy above the lowest of the compared OMol25 structures with the same formula, charge and spin: 16.4 kJ/mol
* highest occupied orbital energy (spin up / spin down): -11.4 / -11.4 eV
* LUMO (spin up / spin down): -3.016 / -8.978 eV
* largest force on an atom: 4.12 eV/A

Last column: natural (NBO) charge in e.
Atoms and positions in Å:
C  2.5277  3.8268  -3.1599  -0.264
O  1.3342  3.1080  -3.0760  -0.751
H  3.0322  3.5482  -4.0851  0.170
H  2.4453  4.8934  -3.3691  0.181
H  3.2057  3.6710  -2.3208  0.186
H  0.6038  3.6263  -3.4217  0.486
C  4.1936  2.7620  0.9743  -0.248
O  3.3136  1.8828  1.5848  -0.741
H  5.1175  2.9300  1.5276  0.180
H  4.4763  2.3284  0.0151  0.156
H  3.8106  3.7788  0.8875  0.154
H  2.6152  1.7377  0.9423  0.487
C  0.8912  0.0909  -0.6227  -0.250
O  1.8191  1.2296  -0.6794  -0.770
H  1.1723  -0.5352  0.2241  0.182
H  -0.1205  0.4765  -0.4965  0.158
H  0.8963  -0.4504  -1.5687  0.181
H  1.7227  1.7473  -1.4821  0.507
C  3.6137  -2.2218  1.5983  -0.257
O  3.6734  -3.5982  1.3922  -0.707
H  4.0974  -1.8420  2.4983  0.182
H  4.1862  -1.7260  0.8144  0.180
H  2.5844  -1.8792  1.4920  0.136
H  3.8028  -3.8296  2.3149  0.467
C  -0.7254  3.8100  -0.3368  -0.255
O  -1.7814  4.5650  0.2330  -0.716
H  -0.2160  4.4777  -1.0316  0.186
H  0.0260  3.4577  0.3699  0.175
H  -0.9759  2.9468  -0.9535  0.145
H  -2.2145  4.1202  0.9653  0.467
C  -2.1641  1.0619  1.7994  -0.234
O  -2.1670  1.3565  3.1807  -0.734
H  -1.1946  0.7248  1.4328  0.180
H  -2.9472  0.3133  1.6795  0.141
H  -2.4475  1.8942  1.1552  0.166
H  -2.9787  1.2235  3.6757  0.485
C  -2.2802  -3.9878  -1.8894  -0.640
C  -3.0330  -3.9491  -0.5214  -0.066
C  -3.2375  -2.4293  -0.1136  -0.064
O  -1.9993  -1.7253  0.1278  -0.320
C  -1.4073  -2.0550  1.3418  -0.301
N  -4.2094  -4.8366  -0.5219  -0.524
H  -2.7709  -3.6773  -2.8119  0.247
H  -1.9821  -5.0338  -1.9613  0.252
H  -1.3000  -3.5112  -1.8840  0.252
H  -2.3945  -4.3075  0.2861  0.238
H  -3.9237  -2.2591  0.7160  0.228
H  -3.4987  -1.8623  -1.0070  0.238
H  -1.5933  -3.0669  1.7018  0.193
H  -1.6165  -1.3309  2.1291  0.247
H  -0.3854  -2.0484  0.9624  0.231
H  -4.6400  -4.9614  0.3831  0.393
H  -4.9567  -4.4653  -1.0910  0.389

Record 4
# C10H36N10O8

8 unconnected molecules or ions with the total composition C10H36N10O8 (ωB97M-V with the def2-TZVPD basis set, OMol25).

Results
* orbital gap: 0.34420 Eh
* energy above the lowest of the compared OMol25 structures with the same formula, charge and spin: 430.7 kJ/mol
* highest occupied orbital energy: -9.3 eV
* SMILES: NC(N)=O.NC(N)=O.NC(N)=O.NC(N)=O.NC(N)=O.CC(C)O.CO.CO
* LUMO: 0.096 eV
* largest force on an atom: 9.13 eV/A

Last column: natural (NBO) charge in e.
Atoms and positions in Å:
N  -2.8157  0.5594  -0.1284  -0.843
C  -1.5960  0.4186  0.3808  0.761
N  -0.5899  1.0900  -0.2091  -0.832
O  -1.3324  -0.4001  1.2637  -0.704
H  -3.0896  1.0137  -0.9879  0.406
H  -3.5184  0.0146  0.3506  0.400
H  -0.8206  1.6229  -1.0354  0.396
H  0.3576  0.9766  0.1219  0.417
N  -6.4773  -3.9061  -3.6026  -0.816
C  -5.2522  -3.8554  -3.1659  0.740
N  -5.1857  -3.2609  -2.0274  -0.819
O  -4.2079  -4.3755  -3.6462  -0.691
H  -7.1817  -3.4043  -3.0811  0.379
H  -6.6293  -4.0742  -4.5869  0.408
H  -6.0211  -3.0394  -1.5047  0.379
H  -4.2439  -3.1323  -1.6861  0.421
N  3.3586  -3.6053  4.5641  -0.795
C  2.6767  -3.1876  3.6190  0.732
N  1.4418  -3.2028  3.9882  -0.815
O  3.1007  -2.8421  2.5006  -0.703
H  4.3278  -3.7679  4.3311  0.407
H  2.9428  -3.8289  5.4570  0.382
H  0.7575  -2.7160  3.4270  0.422
H  1.2758  -3.6555  4.8757  0.371
N  -2.8176  0.7047  -5.8527  -0.828
C  -1.7513  1.0645  -5.1913  0.758
N  -0.7446  0.3888  -5.7416  -0.843
O  -1.6928  1.9734  -4.3835  -0.668
H  -3.6606  1.1691  -5.5465  0.412
H  -2.6753  -0.1505  -6.3709  0.384
H  0.1477  0.8505  -5.6379  0.406
H  -0.9003  -0.2866  -6.4762  0.381
N  3.3908  4.2658  -0.1762  -0.834
C  3.3973  3.9023  -1.4344  0.735
N  3.8740  2.7824  -1.7943  -0.818
O  2.9897  4.6431  -2.2758  -0.689
H  3.7665  3.7401  0.6000  0.385
H  2.8999  5.1062  0.0936  0.408
H  3.7880  2.6363  -2.7899  0.421
H  4.4638  2.3114  -1.1231  0.391
C  8.6103  0.6775  1.8192  -0.629
C  7.3494  0.1448  2.4395  0.098
C  7.2984  0.0635  4.0077  -0.632
O  6.2018  0.9526  1.9783  -0.736
H  9.4505  0.0044  1.9897  0.212
H  8.9212  1.5505  2.3930  0.207
H  8.5092  0.8400  0.7462  0.227
H  7.2957  -0.9022  2.1410  0.159
H  6.3678  -0.4130  4.3161  0.208
H  7.4287  1.0147  4.5237  0.209
H  8.1299  -0.5296  4.3883  0.206
H  5.4502  0.3843  2.1618  0.470
C  -6.2578  3.5561  -1.8797  -0.253
O  -5.9951  3.4112  -3.3014  -0.722
H  -5.3730  3.8282  -1.3042  0.190
H  -7.0584  4.2187  -1.5511  0.167
H  -6.5910  2.5569  -1.5993  0.157
H  -6.7357  2.9484  -3.7000  0.462
C  -5.0483  -1.4064  4.4440  -0.244
O  -4.2910  -2.1593  3.5604  -0.726
H  -5.4416  -2.0971  5.1898  0.175
H  -4.5487  -0.6607  5.0624  0.162
H  -5.8349  -0.8901  3.8935  0.153
H  -3.5905  -1.6361  3.1639  0.480

Number 1: DFT total energy -1178.27484 Eh. Number 2: DFT total energy -5748.40702 Eh. Number 3: DFT total energy -982.90879 Eh. Number 4: DFT total energy -1552.10800 Eh.